Density functional theory data (ωB97M-V/def2-TZVPD) for a gas-phase ion, C8H15N2S (charge +1) in a non-equilibrium geometry.

Each line ends with the Mulliken charge.
Element x y z (Å)
S  0.90  0.79  1.96  -0.384
N  -1.24  0.39  0.38  -0.088
H  -1.64  0.09  -0.40  0.190
C  -3.60  0.95  0.97  -1.247
C  0.20  0.20  0.61  -0.001
H  3.60  -1.03  -1.93  0.484
H  2.44  1.47  -0.04  0.340
H  -0.93  -1.71  -0.68  0.514
C  3.06  0.62  -0.29  -1.449
C  2.07  -0.43  -0.79  1.155
H  3.38  0.16  0.75  0.344
C  -2.14  0.74  1.30  0.846
H  -0.87  0.94  2.82  0.055
C  -0.27  -1.26  -1.35  -1.755
H  -3.60  1.70  0.06  0.318
H  -0.84  -0.63  -2.13  0.263
N  -1.84  0.98  2.61  -0.255
H  -2.67  1.29  3.27  0.286
H  2.24  -1.22  -2.83  0.393
H  -4.10  0.10  0.62  0.355
C  0.75  -0.57  -0.48  0.785
H  0.11  -2.05  -1.94  0.423
H  3.87  0.79  -1.01  0.443
C  2.60  -1.33  -1.83  -1.749
H  2.49  -2.36  -1.47  0.363
H  -3.96  1.36  1.84  0.371

As for the SMILES: CC(C)=C(C)C(=S)/[NH+]=C(/C)N. The value obtained for the largest force on an atom is 6.8 eV Å⁻¹. As for the net charge: +1. The calculation puts the energy at -821.22823 a.u. Its spin multiplicity is 1. Its energy above the lowest of the compared OMol25 structures with the same formula, charge and spin is 1.483 eV. The calculation puts the HOMO-LUMO gap at 8.08 eV.